# 1
{
  "formula": "CH3O3",
  "method": "ωB97M-V with the def2-TZVPD basis set",
  "symbols": ["C", "O", "O", "O", "H", "H", "H"],
  "positions_angstrom": [[0.99160, 0.02888, 0.01620], [-2.71006, -0.10209, -0.03232], [-0.63746, 0.55348, -0.14429], [-1.55647, -0.39668, -0.21755], [1.06319, -1.01087, -0.16033], [1.60287, 0.81919, -0.54802], [1.24633, 0.10810, 1.08631]],
  "de_lowest_kcal_mol": 121.0,
  "e_tot_ha": -264.98470,
  "e_lumo_ha": [-0.357, -0.350],
  "gap_ev": [9.49, 9.74],
  "total_charge": 1
}

---

# 2
{
  "formula": "C11H43ClO14",
  "method": "ωB97M-V with the def2-TZVPD basis set",
  "symbols": ["O", "H", "H", "H", "Cl", "O", "O", "O", "O", "C", "C", "C", "O", "H", "H", "H", "H", "H", "H", "H", "H", "C", "O", "H", "H", "H", "H", "C", "O", "H", "H", "H", "H", "C", "O", "H", "H", "H", "H", "C", "O", "H", "H", "H", "H", "C", "O", "H", "H", "H", "H", "C", "O", "H", "H", "H", "H", "C", "O", "H", "H", "H", "H", "C", "O", "H", "H", "H", "H"],
  "positions_angstrom": [[0.10644, 3.97151, 2.30124], [0.04699, 3.02592, 2.70707], [0.70108, 4.03440, 1.53726], [0.29817, 4.63471, 2.97822], [0.56201, 0.36859, 0.05453], [1.74191, 0.55113, -0.76216], [0.30656, 1.55540, 0.84332], [-0.55274, 0.07626, -0.79729], [0.83444, -0.71811, 0.96461], [1.69691, -4.24145, -0.08292], [0.26006, -4.56128, 0.31264], [0.22139, -5.56726, 1.44505], [-0.44792, -3.37612, 0.71646], [2.32278, -4.21277, 0.81546], [1.82604, -3.28979, -0.59726], [2.09941, -5.05439, -0.69012], [-0.27835, -4.95408, -0.55506], [0.75214, -5.20960, 2.32593], [0.71446, -6.49924, 1.13674], [-0.79799, -5.87550, 1.67795], [0.21341, -2.68699, 0.84701], [3.18287, 2.15049, 2.41941], [2.38479, 2.76350, 3.42834], [4.21962, 1.99615, 2.73337], [2.78937, 1.17378, 2.13168], [3.24041, 2.76101, 1.51968], [2.34933, 2.19316, 4.20028], [-3.94174, 0.53681, -1.96615], [-4.40422, 1.16976, -3.14646], [-3.18561, 1.13545, -1.45385], [-4.77762, 0.38243, -1.28482], [-3.46334, -0.42933, -2.15950], [-3.71218, 1.75742, -3.45844], [-0.35015, -2.37567, -3.05264], [-0.28101, -2.62347, -4.46953], [0.60648, -1.98870, -2.70840], [-1.11596, -1.61347, -2.90421], [-0.63282, -3.27004, -2.49868], [-0.67103, -3.48549, -4.62566], [-3.35567, -0.08439, 2.12615], [-2.07312, -0.58140, 2.49547], [-3.88678, -0.84209, 1.54351], [-3.92519, 0.09093, 3.03543], [-3.28556, 0.81930, 1.51487], [-1.63504, -1.01248, 1.75179], [-2.11281, 3.80558, -1.01297], [-2.22396, 2.96277, 0.11440], [-1.10263, 3.83736, -1.42222], [-2.85743, 3.53189, -1.77114], [-2.42606, 4.81729, -0.73886], [-1.59363, 2.23618, 0.04986], [-1.42845, 1.76461, 4.72648], [-0.96480, 1.95463, 3.39721], [-1.78591, 2.72593, 5.09845], [-2.22948, 1.03096, 4.76102], [-0.61271, 1.45149, 5.38357], [-1.14747, 1.18062, 2.83380], [0.99766, 1.36491, -4.05734], [0.01982, 1.64999, -5.05252], [0.81588, 1.94671, -3.15961], [1.02046, 0.29739, -3.82486], [2.01599, 1.57160, -4.41446], [-0.09401, 0.86870, -5.59884], [5.12703, -0.24666, -1.50743], [4.41660, -0.44909, -0.28857], [4.93949, 0.75541, -1.90215], [6.18369, -0.32773, -1.25930], [4.86335, -1.01241, -2.23984], [3.47636, -0.31312, -0.46499]],
  "de_lowest_kcal_mol": 0.0,
  "e_tot_ha": -1958.00903,
  "e_lumo_ha": -0.030,
  "gap_ev": 8.89,
  "total_charge": 0
}

---

# 3
{
  "formula": "C34H32InN3O5P2S4Se",
  "method": "ωB97M-V with the def2-TZVPD basis set",
  "symbols": ["In", "N", "C", "C", "O", "N", "C", "C", "O", "O", "H", "H", "H", "H", "H", "H", "S", "S", "S", "S", "O", "P", "C", "P", "O", "C", "C", "C", "C", "C", "C", "C", "C", "C", "C", "C", "C", "C", "C", "C", "C", "C", "C", "C", "C", "C", "C", "C", "C", "H", "H", "H", "H", "H", "H", "H", "H", "H", "H", "H", "H", "H", "H", "H", "H", "H", "H", "H", "H", "H", "H", "Se", "C", "C", "C", "N", "C", "C", "H", "H", "H", "H"],
  "positions_angstrom": [[-1.24907, 1.45661, 2.18332], [-0.05212, -0.03335, 3.71564], [-0.29916, -1.51799, 3.77870], [-1.77142, -1.67102, 4.24366], [-2.19824, -1.07100, 5.24161], [-2.61331, -2.42733, 3.48348], [-3.85134, -2.13004, 3.62019], [-3.94519, -0.47882, 2.34355], [-4.91960, -0.62012, 1.65941], [-2.96863, 0.29113, 2.44409], [0.94691, 0.13721, 3.70232], [-0.36161, 0.37135, 4.63004], [0.38123, -1.98399, 4.49349], [-0.15610, -1.97096, 2.79178], [-4.25926, -1.49485, 4.40282], [-4.56603, -2.73046, 3.05238], [-2.79037, 3.41933, 1.08889], [-3.53058, 4.59635, 2.49659], [-2.02746, 4.86140, 3.99855], [-0.50328, 3.62117, 3.74461], [-0.62154, -1.26290, -0.03311], [0.32351, -1.78593, -1.07504], [0.10392, -0.71509, -2.54803], [-0.73413, 0.95921, -2.04824], [-0.61639, 1.38296, -0.64979], [-2.36046, 0.75678, -2.77805], [-3.47541, 0.32521, -2.06254], [-4.47230, -0.38496, -2.76486], [-4.63276, -0.41795, -4.12954], [-3.58730, 0.23037, -4.84301], [-2.44036, 0.70007, -4.20220], [0.07227, 2.27878, -3.07586], [-0.56268, 2.96169, -4.15514], [0.27865, 3.50828, -5.11067], [1.61102, 3.79950, -4.83414], [2.13497, 3.43270, -3.61992], [1.38838, 2.63627, -2.79741], [0.03615, -3.57586, -1.26177], [-0.94221, -4.24630, -0.40174], [-0.97782, -5.62730, -0.25843], [-0.23309, -6.44788, -1.11235], [0.63414, -5.81684, -2.00164], [0.78190, -4.40778, -2.11182], [1.97721, -1.41651, -0.48424], [2.69517, -0.30006, -0.95943], [3.96447, -0.03131, -0.42243], [4.50138, -0.81078, 0.57711], [3.73287, -1.79975, 1.15457], [2.46940, -2.08594, 0.65611], [-0.63799, -1.26815, -3.14734], [1.00014, -0.54941, -3.18472], [-3.61218, 0.52363, -0.98768], [-5.24337, -0.87742, -2.14616], [-5.50516, -0.92669, -4.63025], [-3.65740, 0.37365, -5.94109], [-1.58539, 1.02729, -4.79640], [-1.65023, 3.11922, -4.23537], [-0.13386, 3.80214, -6.06667], [2.26212, 4.31145, -5.55460], [3.12537, 3.74812, -3.32126], [1.76244, 2.24466, -1.84467], [-1.65184, -3.64571, 0.14772], [-1.65767, -6.09730, 0.44458], [-0.34375, -7.51253, -1.23666], [1.15282, -6.45103, -2.66611], [1.48808, -3.99345, -2.85637], [2.29068, 0.28632, -1.78863], [4.57975, 0.74115, -0.80505], [5.54642, -0.63100, 0.90006], [4.06518, -2.40015, 2.01247], [1.84417, -2.79273, 1.19261], [1.42013, 2.35739, 1.45813], [2.59240, 2.77870, 2.91063], [3.26942, 1.85155, 3.66439], [4.11557, 2.32228, 4.64786], [4.41220, 3.59882, 4.85037], [3.71009, 4.51361, 4.16846], [2.75979, 4.15062, 3.20224], [3.13415, 0.79090, 3.47804], [4.65685, 1.65975, 5.29716], [3.84566, 5.56250, 4.48540], [2.33110, 4.91857, 2.58741]],
  "de_lowest_kcal_mol": 72.2,
  "e_tot_ha": -6722.32792,
  "e_lumo_ha": [0.129, 0.129],
  "gap_ev": [3.05, 3.05],
  "total_charge": -2
}